Molecular formula: C17H20N2O5S2
Method: DFT, ωB97M-V/def2-TZVPD

Electronic energy = -1941.86845 a.u.
HOMO = -8.5 eV
Energy above the lowest of the compared OMol25 structures with the same formula, charge and spin = 32.2 kcal/mol
Gap between HOMO and LUMO = 8.97 eV

Positions of all 46 atoms, in Å:
C -0.80465 -5.75264 -0.01127
H -1.08151 -6.77102 -0.27862
O -0.99106 -4.98942 -1.18062
C -0.74869 -3.65634 -1.13336
C -0.98284 -2.95044 -2.31611
C -0.77428 -1.59118 -2.37789
C -0.31691 -0.90002 -1.25816
C -0.07865 -1.59808 -0.08365
C -0.29534 -2.96215 -0.01586
H -0.10698 -3.46929 0.91635
H 0.25830 -1.06983 0.79132
N -0.10323 0.49943 -1.33465
C -0.40029 1.33853 -0.33951
N -0.94293 0.96729 0.78013
C -1.18202 1.96906 1.65081
O -0.86981 3.13770 1.42045
C -1.87154 1.56115 2.94635
C -1.28590 2.32982 4.13665
H -0.99966 3.33964 3.85287
C -0.09212 1.44883 4.51794
H 0.04319 1.39151 5.59585
C -0.44451 0.07341 3.91258
H 0.32288 -0.24368 3.19423
H -0.55804 -0.70744 4.66841
O -1.69354 0.20245 3.25840
H 0.82562 1.83429 4.07504
H -2.01547 2.37073 4.94462
H -2.94476 1.73039 2.80719
S -0.03896 3.01446 -0.68489
C 0.51317 2.57346 -2.41831
C 1.79933 3.27887 -2.78972
H 2.30749 3.70438 -1.92838
H 1.67388 4.03468 -3.55729
S 2.87254 1.94346 -3.40971
O 4.25532 2.19188 -3.12676
O 2.50823 1.60897 -4.75617
C 2.15302 0.69592 -2.29593
H 2.39249 -0.30846 -2.62648
H 2.53931 0.88043 -1.29726
C 0.67921 1.04478 -2.43109
H 0.31793 0.64016 -3.38057
H -0.30186 2.86766 -3.08167
H -0.98725 -1.06921 -3.29779
H -1.34043 -3.49434 -3.17548
H 0.23958 -5.73624 0.31623
H -1.44827 -5.40355 0.80179



Molecular formula: C17H20N3OPd
Method: DFT, ωB97M-V/def2-TZVPD

<S²> = 6.024
Charge = -1
Electronic energy = -1026.92188 a.u.
HOMO (alpha / beta) = -2.8 / -4.0 eV
2S+1 = 5
Energy above the lowest of the compared OMol25 structures with the same formula, charge and spin = 0.0 kcal/mol
Gap between HOMO and LUMO (alpha / beta) = 6.02 / 5.95 eV

Positions of all 42 atoms, in Å:
Pd 0.03578 0.02117 0.77823
C 2.00836 0.46193 2.25928
C 2.31393 -0.46270 1.20894
C 2.17497 0.23443 -0.04301
H 2.63915 -1.49283 1.31096
C 1.72453 1.56798 0.24451
C 1.62974 1.69584 1.67159
H 1.37435 2.60139 2.21113
H 2.10716 0.26212 3.32160
H 2.41644 -0.16350 -1.01929
H 1.53631 2.33418 -0.49998
C -2.16960 0.29374 1.75832
C -1.46189 1.46219 2.15876
C -1.12165 2.19966 0.98975
H -1.27320 1.76852 3.18675
C -1.54442 1.45282 -0.15035
C -2.18372 0.25108 0.32591
H -2.62515 -0.52207 -0.29680
H -2.65723 -0.43632 2.39964
H -0.66774 3.18966 0.95031
H -1.45159 1.73557 -1.19412
O -0.15959 -1.13474 -0.99818
C -0.24973 -0.48670 -3.00532
C 0.45053 -1.88754 -3.04475
C 0.58020 0.73860 -3.14629
C -1.71079 -0.47033 -3.30800
C 0.46981 -2.30656 -1.59088
H 1.46602 -1.85768 -3.45961
H -0.09694 -2.62403 -3.64737
H -0.13769 -3.21586 -1.40586
H 1.48659 -2.52811 -1.20231
H 0.69144 1.27285 -4.17757
H 1.60845 0.55957 -2.78809
H 0.15636 1.49612 -2.46606
H -2.10016 -0.58290 -4.39480
H -2.16835 0.46415 -2.93014
H -2.15958 -1.28660 -2.71580
N -0.18417 -1.51862 2.31785
C -0.20894 -1.38216 3.48131
N -0.26254 -1.47957 4.76488
C -0.17376 -0.51670 5.64476
N -0.10169 0.29195 6.50011



Molecular formula: C17H20N3OTc
Method: DFT, ωB97M-V/def2-TZVPD

<S²> = 3.789
Charge = -1
Electronic energy = -979.93328 a.u.
HOMO (alpha / beta) = -1.3 / -3.1 eV
2S+1 = 4
Gap between HOMO and LUMO (alpha / beta) = 3.97 / 5.70 eV

Positions of all 42 atoms, in Å:
Tc 0.05557 0.57691 1.08345
C -2.06722 -0.42300 2.37218
C -2.52452 -1.00698 1.16781
C -1.45227 -1.66709 0.52823
H -3.55772 -1.01049 0.82570
C -0.27673 -1.53867 1.35989
C -0.67242 -0.76692 2.54337
H -0.13388 -0.73927 3.48619
H -2.67676 0.08466 3.11787
H -1.52932 -2.28928 -0.35872
H 0.61830 -2.15058 1.27155
C 1.41614 2.28773 1.31758
C 1.42670 1.44163 2.48210
C 1.91629 0.15411 2.07419
H 1.17737 1.74002 3.49733
C 2.16389 0.18816 0.66653
C 1.85270 1.51095 0.19501
H 1.94330 1.86078 -0.82994
H 1.14601 3.33885 1.29404
H 2.10866 -0.68865 2.73048
H 2.57930 -0.61757 0.07176
O -0.09428 -0.12711 -1.65423
C 0.88391 -1.16801 -2.59037
C -0.24893 -1.19264 -3.61512
C 1.12578 -2.43167 -1.81625
C 2.12518 -0.40809 -2.98501
C -1.06268 -0.27676 -2.68945
H -0.68672 -2.18314 -3.75955
H 0.02078 -0.72463 -4.56472
H -1.29951 0.69495 -3.14019
H -1.97073 -0.75627 -2.30041
H 1.72204 -3.12513 -2.42920
H 0.17631 -2.91112 -1.55403
H 1.68241 -2.21738 -0.89427
H 2.70512 -1.01097 -3.70082
H 2.74702 -0.20908 -2.10399
H 1.85426 0.54292 -3.45905
N -1.24201 2.01452 1.32426
C -2.02936 2.76433 1.78718
N -2.93391 3.61416 1.99157
C -3.29610 4.14728 3.14387
N -3.69199 4.67851 4.11320